# 1
DFT (the ωB97M-V functional and the def2-TZVPD basis) results for 8 unconnected molecules or ions with the total composition C24H45FO24 in a non-equilibrium geometry.

Last column: Mulliken charge in e.
Geometry (Å):
O (-0.339, -2.104, 1.280)  -0.473
C (0.030, -1.218, 0.575)  0.390
O (-0.649, -0.015, 0.350)  -0.337
C (0.108, 0.707, -0.634)  0.713
C (1.444, 0.007, -0.587)  1.071
F (2.336, 0.641, 0.192)  -0.351
O (1.189, -1.246, -0.061)  -0.377
H (-0.395, 0.669, -1.600)  0.104
H (0.182, 1.703, -0.197)  -0.449
H (1.861, -0.025, -1.593)  -0.264
C (0.399, 1.160, -4.966)  -0.754
O (0.806, 0.117, -4.170)  -0.008
C (0.843, -1.133, -4.523)  0.630
O (0.604, -1.594, -5.635)  -0.648
O (1.067, -1.835, -3.473)  -0.215
C (0.996, -3.272, -3.368)  -0.620
H (1.037, 1.324, -5.834)  0.325
H (0.332, 2.058, -4.352)  0.108
H (-0.614, 1.006, -5.335)  0.349
H (0.612, -3.596, -2.401)  0.085
H (2.019, -3.617, -3.519)  0.325
H (0.418, -3.782, -4.138)  0.371
C (-6.753, 1.376, -1.491)  -0.591
O (-6.785, 1.575, -0.135)  -0.317
C (-5.650, 1.757, 0.622)  0.726
O (-5.647, 1.549, 1.872)  -0.592
O (-4.667, 2.276, -0.093)  -0.312
C (-3.348, 2.409, 0.494)  -0.513
H (-7.763, 1.263, -1.883)  0.249
H (-6.330, 0.394, -1.708)  0.266
H (-6.181, 2.158, -1.990)  0.269
H (-2.668, 2.688, -0.310)  0.172
H (-2.922, 1.503, 0.926)  0.273
H (-3.416, 3.120, 1.318)  0.321
C (1.384, 4.349, -2.249)  -0.753
O (1.902, 3.055, -2.268)  0.050
C (2.838, 2.813, -3.135)  0.530
O (3.214, 3.518, -4.099)  -0.632
O (3.306, 1.588, -2.821)  -0.103
C (4.345, 1.035, -3.609)  -0.848
H (2.080, 4.997, -1.715)  0.342
H (0.479, 4.309, -1.643)  0.062
H (1.219, 4.808, -3.224)  0.415
H (3.930, 0.733, -4.571)  0.308
H (4.671, 0.146, -3.069)  0.256
H (5.226, 1.663, -3.742)  0.344
C (-1.261, 6.495, 0.586)  -0.667
O (0.021, 5.903, 0.908)  -0.327
C (0.032, 4.577, 1.266)  0.732
O (-0.837, 3.682, 1.121)  -0.406
O (1.168, 4.372, 1.982)  -0.404
C (1.308, 3.070, 2.422)  -0.309
H (-1.308, 6.279, -0.481)  0.296
H (-1.251, 7.576, 0.729)  0.252
H (-2.146, 6.195, 1.148)  0.286
H (1.708, 2.477, 1.600)  0.001
H (0.368, 2.716, 2.846)  0.325
H (2.104, 3.090, 3.167)  0.321
C (-4.806, -5.585, -3.917)  -0.674
O (-4.480, -5.081, -2.661)  -0.328
C (-3.149, -4.902, -2.475)  0.779
O (-2.194, -5.187, -3.186)  -0.567
O (-3.082, -4.415, -1.277)  -0.344
C (-1.854, -4.257, -0.673)  -0.362
H (-4.245, -6.502, -4.096)  0.303
H (-4.662, -4.891, -4.745)  0.295
H (-5.862, -5.850, -3.968)  0.248
H (-1.976, -3.980, 0.374)  0.321
H (-1.223, -3.442, -1.027)  -0.097
H (-1.302, -5.197, -0.676)  0.387
C (1.104, 1.963, 8.107)  -0.658
O (1.139, 0.710, 7.368)  -0.355
C (1.190, 0.748, 6.016)  0.737
O (1.178, 1.794, 5.384)  -0.572
O (1.254, -0.476, 5.613)  -0.325
C (1.577, -0.804, 4.234)  -0.504
H (0.260, 2.563, 7.768)  0.294
H (1.925, 2.662, 7.948)  0.284
H (0.940, 1.801, 9.173)  0.258
H (2.513, -0.355, 3.900)  0.359
H (0.838, -0.629, 3.452)  0.247
H (1.719, -1.880, 4.331)  0.167
C (1.653, -4.751, 1.145)  -0.034
O (1.926, -5.043, 2.486)  -0.369
C (2.728, -4.285, 3.321)  0.796
O (2.821, -4.464, 4.544)  -0.598
O (3.389, -3.367, 2.656)  -0.256
C (4.520, -2.675, 3.333)  -0.765
H (2.517, -4.993, 0.526)  0.366
H (1.573, -3.674, 1.002)  -0.151
H (0.886, -5.403, 0.726)  0.208
H (4.916, -1.930, 2.643)  0.267
H (5.386, -3.308, 3.529)  0.296
H (4.227, -2.379, 4.340)  0.350

Relative energy (zero: lowest compared OMol25 entry of this formula, charge and spin) (eV): 2.2819
Orbital gap (Ha): 0.3872
Net charge: 0
SMILES: O=C1OC[C@@H](F)O1.COC(=O)OC.COC(=O)OC.COC(=O)OC.COC(=O)OC.COC(=O)OC.COC(=O)OC.COC(=O)OC
Multiplicity: 1

***

# 2
DFT (the ωB97M-V functional and the def2-TZVPD basis) results for 2 unconnected molecules or ions with the total composition C7H16N in a non-equilibrium geometry.

Last column: Mulliken charge in e.
Geometry (Å):
C (0.979, -1.215, -2.753)  -1.208
C (0.206, -0.725, -1.606)  0.157
C (-1.133, -0.822, -1.428)  -0.192
N (-1.842, -0.276, -0.263)  -0.006
H (0.317, -1.782, -3.449)  0.331
H (1.390, -0.359, -3.252)  0.330
H (1.871, -1.876, -2.386)  0.302
H (0.838, -0.046, -0.973)  0.154
H (-1.831, -1.314, -2.066)  0.440
H (-1.063, 0.104, 0.294)  -0.457
H (-2.456, 0.490, -0.446)  0.392
H (-2.344, -1.001, 0.304)  0.482
C (-0.820, -0.557, 2.494)  -1.240
C (0.407, 0.257, 1.971)  0.270
C (0.391, 1.354, 1.198)  -0.388
C (1.595, 1.908, 0.433)  -1.411
H (-1.746, 0.043, 2.480)  0.354
H (-0.858, -1.498, 1.921)  0.289
H (-0.544, -0.871, 3.502)  0.412
H (1.402, -0.031, 2.227)  0.376
H (-0.493, 1.957, 1.103)  0.501
H (2.450, 1.227, 0.450)  0.377
H (1.376, 2.169, -0.632)  0.359
H (1.910, 2.863, 0.877)  0.376

Relative energy (zero: lowest compared OMol25 entry of this formula, charge and spin) (eV): 2.0564
Orbital gap (Ha): 0.3696
Net charge: +1
Multiplicity: 1

***

# 3
DFT (the ωB97M-V functional and the def2-TZVPD basis) results for a gas-phase ion, C2H5N4O (charge +1) in a non-equilibrium geometry.

Last column: Löwdin spin population.
Geometry (Å):
C (-1.094, 1.003, -1.334)  0.009
C (-0.949, -0.154, -0.454)  0.120
N (-1.211, 1.808, -2.120)  0.039
N (0.367, -0.594, -0.812)  0.410
N (-0.324, -0.270, 1.197)  0.323
N (0.710, 0.440, 1.396)  0.446
O (1.288, 0.153, -0.495)  0.605
H (-1.648, -0.959, -0.606)  0.000
H (-0.257, -1.263, 1.505)  0.003
H (1.699, -0.010, 1.302)  0.020
H (0.647, -1.530, -0.855)  0.017
H (0.772, 1.374, 1.276)  0.008

Relative energy (zero: lowest compared OMol25 entry of this formula, charge and spin) (eV): 3.5427
Orbital gap (spin up / spin down) (Ha): 0.2967 / 0.2907
Net charge: +1
Multiplicity: 3

***

# 4
DFT (the ωB97M-V functional and the def2-TZVPD basis) results for a molecular structure, C23H31Cl2GdN4O3 in a non-equilibrium geometry.

Last column: Löwdin spin population.
Geometry (Å):
O (0.641, -0.145, -2.045)  0.047
C (-0.445, 0.371, -2.470)  0.008
C (-0.369, 1.777, -3.047)  0.002
C (0.269, 2.788, -2.338)  0.000
H (0.550, 2.616, -1.290)  0.000
C (0.528, 3.976, -3.010)  0.000
H (1.070, 4.731, -2.468)  0.000
C (0.074, 4.167, -4.309)  -0.001
H (0.293, 5.097, -4.812)  0.000
C (-0.599, 3.148, -4.973)  0.000
H (-0.965, 3.294, -5.976)  0.000
C (-0.839, 1.936, -4.346)  0.000
H (-1.355, 1.111, -4.838)  0.000
H (-1.059, -0.331, -3.143)  0.002
C (-2.623, -1.045, -1.288)  0.002
C (-1.937, 0.327, -1.065)  0.074
H (-3.526, -0.813, -1.919)  0.002
H (-3.008, -1.517, -0.339)  0.000
H (-1.972, -1.787, -1.804)  0.001
C (-2.690, 1.459, -1.181)  0.021
C (-4.157, 1.550, -1.020)  0.005
H (-2.246, 2.401, -1.474)  0.001
H (-4.586, 1.879, -1.977)  -0.001
H (-4.430, 2.289, -0.258)  0.002
H (-4.657, 0.617, -0.735)  0.000
Gd (-0.976, 0.139, 0.867)  6.813
Cl (0.265, 2.337, 1.149)  0.024
Cl (-3.187, 0.585, 1.969)  0.021
H (4.673, 1.342, -1.799)  0.000
H (4.892, 1.677, 0.661)  0.000
C (3.587, 1.370, -1.649)  0.000
C (3.808, 1.588, 0.807)  0.000
N (3.249, 0.880, -0.325)  0.000
H (3.087, 0.741, -2.400)  0.000
C (2.431, -0.169, -0.191)  -0.001
O (1.629, -0.342, 0.746)  -0.005
H (3.598, 1.036, 1.739)  0.000
H (2.514, -0.900, -1.028)  0.000
H (3.256, 2.410, -1.764)  0.000
H (3.384, 2.601, 0.859)  0.000
H (-0.559, -5.591, 1.479)  0.000
H (1.331, -5.713, -0.444)  0.000
C (-1.084, -4.954, 0.747)  0.000
C (0.696, -4.995, -0.993)  0.000
N (-0.115, -4.209, -0.063)  0.001
H (-1.761, -4.256, 1.245)  0.000
C (0.032, -2.888, 0.032)  0.000
O (-0.696, -2.154, 0.765)  -0.010
H (1.320, -4.306, -1.575)  0.000
H (0.838, -2.452, -0.594)  0.000
H (-1.652, -5.641, 0.097)  0.000
H (0.050, -5.583, -1.669)  0.000
N (3.489, 0.279, 6.696)  0.000
C (2.457, 0.134, 6.160)  0.000
C (1.166, -0.047, 5.542)  0.000
C (0.035, -0.246, 6.352)  0.000
C (-1.181, -0.471, 5.725)  0.000
C (-1.206, -0.467, 4.319)  0.000
N (-0.148, -0.217, 3.551)  -0.009
C (1.048, -0.041, 4.138)  0.000
H (0.117, -0.216, 7.439)  0.000
H (-2.116, -0.639, 6.263)  0.000
H (-2.147, -0.623, 3.790)  0.000
H (1.912, 0.104, 3.478)  0.000

Orbital gap (spin up / spin down) (Ha): 0.2949 / 0.2267
Net charge: 0
Multiplicity: 8

***

| no. | E (eV) |
| --- | --- |
| 1 | -77472.4539 |
| 2 | -9000.2486 |
| 3 | -10146.5559 |
| 4 | -82337.0205 |